# 1
12
Properties=species:S:1:pos:R:3 method="wB97M-V/def2-TZVPD" smiles="CCC#CC=O" e_tot_ev=-7327.4391 e_homo_ev=-10.26 e_above_lowest_kj_mol=178.1 fmax_ev_per_a=0.57
O -2.1001 -0.2187 2.7027
C -0.2637 0.5196 1.4849
C 0.0464 -0.6540 -1.7301
C 0.4013 0.3083 0.4993
C 1.0752 -0.1461 -0.7134
C -1.0824 0.4365 2.6753
H 1.7436 -0.9624 -0.4123
H -0.7077 0.9597 3.5718
H 1.7083 0.6395 -1.1389
H -0.5484 -1.4612 -1.2923
H -0.6400 0.1478 -2.0175
H 0.5423 -1.0300 -2.6291


# 2
12
Properties=species:S:1:pos:R:3 method="wB97M-V/def2-TZVPD" e_tot_ev=-7323.6341 e_homo_ev="-9.02 / -9.02" e_above_lowest_kj_mol=545.2 fmax_ev_per_a=0.69
O 0.4498 -0.6411 -1.5738
C -0.0767 2.4450 -0.0812
C 0.9336 -0.0505 -0.4956
C 0.3876 1.3418 -0.2332
C 0.2936 -0.5659 0.7610
C -0.8051 -1.3776 0.4334
H -1.6221 -1.4712 1.1450
H -0.5081 -2.3306 -0.0274
H 2.0329 0.0489 -0.4433
H -0.4367 3.4467 0.0008
H -0.8604 -0.9558 -0.7166
H 0.5378 -0.1652 1.7423


# 3
12
Properties=species:S:1:pos:R:3 method="wB97M-V/def2-TZVPD" smiles="CC#CCC=O" e_tot_ev=-7327.6290 e_homo_ev=-9.59 e_above_lowest_kj_mol=159.7 fmax_ev_per_a=0.55
O 1.7429 -1.9517 1.8876
C 1.5691 -1.3687 0.8484
C -1.2721 2.1118 -0.4320
C -0.2907 -0.3641 -0.2879
C 0.4088 -1.6367 -0.0991
C -0.7350 0.7546 -0.3475
H 0.8028 -1.9999 -1.0584
H -1.0086 2.5735 -1.3885
H -0.8672 2.7371 0.3705
H -2.3623 2.1081 -0.3413
H -0.2287 -2.4151 0.3307
H 2.2409 -0.5491 0.5176


# 4
12
Properties=species:S:1:pos:R:3 method="wB97M-V/def2-TZVPD" smiles="C#CC(=O)CC" e_tot_ev=-7326.7550 e_homo_ev=-10.16 e_above_lowest_kj_mol=244.1 fmax_ev_per_a=1.05
O 0.9507 -1.3799 0.3978
C 0.6442 0.3374 -1.6668
C -0.6471 -0.5173 2.8165
C 0.0435 -0.5892 0.5033
C -0.8794 -0.6945 1.6422
C -0.0734 0.6410 -0.3621
H 1.6202 -0.0849 -1.4161
H -1.1281 0.9173 -0.4754
H 0.0854 -0.4342 -2.2060
H -0.1868 -0.4478 3.7692
H 0.7706 1.2103 -2.3085
H 0.4019 1.4705 0.1853